Record 1
A molecular structure, C57H47NO4P3Tl in a non-equilibrium geometry. Source: the OMol25 dataset; level of theory: ωB97M-V/def2-TZVPD.

Geometry as XYZ:
```
113
Properties=species:S:1:pos:R:3:mulliken_charge:R:1
Tl -0.225 -0.837 -1.428 1.918
O 2.811 0.107 0.671 0.521
C 3.044 -0.554 1.857 -0.325
C 4.054 -0.237 2.756 -0.474
C 4.233 -1.029 3.877 -0.893
C 3.424 -2.135 4.108 -0.952
C 2.357 -2.389 3.265 -0.134
C 2.152 -1.584 2.148 0.049
P 0.615 -1.671 1.170 1.995
C 0.410 -3.421 0.727 0.185
C -0.857 -3.972 0.537 -0.154
C -0.981 -5.244 -0.003 -0.858
C 0.151 -5.956 -0.375 -0.754
C 1.412 -5.397 -0.219 -0.753
C 1.543 -4.128 0.320 -1.499
C -0.532 -1.272 2.524 0.298
C -1.023 -2.232 3.336 0.109
C -1.820 -1.916 4.490 -1.258
C -2.033 -0.639 4.844 -1.523
C -1.347 0.462 4.173 -0.452
C -0.618 0.175 2.864 1.435
C 3.834 0.460 -0.174 0.668
C 5.178 0.153 -0.001 -1.031
C 6.108 0.609 -0.922 -0.903
C 5.716 1.358 -2.022 -1.019
C 4.372 1.598 -2.236 -0.093
C 3.426 1.140 -1.321 -0.307
P 1.649 1.297 -1.685 2.063
C 1.271 3.065 -1.546 0.229
C 2.185 3.944 -0.969 -1.115
C 1.900 5.300 -0.928 -0.770
C 0.705 5.778 -1.446 -0.824
C -0.231 4.897 -1.970 -0.784
C 0.042 3.540 -2.010 -0.099
C 1.707 0.913 -3.480 -0.294
C 1.496 1.836 -4.499 0.109
C 1.553 1.423 -5.827 -0.621
C 1.814 0.099 -6.139 -0.677
C 2.032 -0.826 -5.125 -0.870
C 1.979 -0.421 -3.803 -0.217
H 4.681 0.629 2.596 0.742
H 5.018 -0.782 4.580 0.478
H 3.606 -2.778 4.958 0.508
H 1.688 -3.218 3.456 0.466
H -1.741 -3.419 0.828 0.351
H -1.964 -5.674 -0.142 0.471
H 0.051 -6.949 -0.793 0.467
H 2.292 -5.947 -0.524 0.487
H 2.523 -3.679 0.434 0.431
H -0.885 -3.276 3.081 0.546
H -2.293 -2.731 5.022 0.447
H -2.739 -0.392 5.627 0.501
H -1.783 1.447 4.290 0.687
H 0.244 0.980 1.103 -1.225
H 5.508 -0.451 0.830 0.652
H 7.152 0.375 -0.773 0.448
H 6.452 1.725 -2.723 0.485
H 4.048 2.141 -3.114 0.505
H 3.119 3.574 -0.568 0.476
H 2.618 5.985 -0.498 0.478
H 0.501 6.840 -1.438 0.431
H -1.172 5.269 -2.353 0.500
H -0.688 2.847 -2.403 0.225
H 1.301 2.874 -4.260 0.441
H 1.405 2.145 -6.618 0.472
H 1.860 -0.215 -7.173 0.433
H 2.253 -1.856 -5.368 0.534
H 2.202 -1.133 -3.012 0.496
O -1.477 0.230 -3.962 -0.715
N -1.752 0.864 -2.737 0.490
C -2.968 1.208 -2.644 -1.320
C -3.542 1.905 -1.497 0.142
C -4.606 2.761 -1.802 -0.808
C -5.216 3.522 -0.826 -0.975
C -4.794 3.410 0.490 -1.111
C -3.775 2.532 0.816 -0.083
C -3.121 1.782 -0.160 1.327
P -1.971 0.445 0.380 -0.094
C -3.235 -0.605 1.179 1.346
C -3.648 -1.716 0.439 -1.313
C -4.666 -2.530 0.906 -0.419
C -5.288 -2.235 2.110 -0.844
C -4.897 -1.122 2.837 -1.028
C -3.879 -0.302 2.375 -0.118
C -0.707 1.115 1.650 2.348
C -0.862 2.592 1.864 -1.053
C -0.337 3.361 2.822 -1.288
C 0.551 3.010 3.914 -1.043
C 0.833 1.799 4.403 -1.430
C 0.178 0.519 4.107 0.395
H -0.585 0.519 -4.211 0.426
H -3.628 1.046 -3.496 0.535
H -4.943 2.833 -2.828 0.524
H -6.032 4.182 -1.083 0.458
H -5.275 3.987 1.268 0.518
H -3.482 2.433 1.851 0.410
H -3.183 -1.925 -0.520 0.374
H -4.989 -3.381 0.322 0.542
H -6.094 -2.859 2.471 0.432
H -5.400 -0.881 3.764 0.486
H -3.608 0.572 2.945 0.500
H -1.385 3.103 1.067 0.505
H -0.541 4.423 2.741 0.486
H 1.069 3.858 4.345 0.444
H 1.565 1.732 5.198 0.543
H 0.692 -0.336 4.530 0.659
C -0.156 -4.545 -4.129 -0.783
O 0.026 -3.337 -3.325 -0.075
C -0.984 -2.886 -2.677 0.200
O -2.097 -3.220 -2.516 -0.394
H 0.841 -4.937 -4.294 0.273
H -0.625 -4.278 -5.073 0.318
H -0.769 -5.267 -3.595 0.357
```

Properties
E_LUMO in eV: -6.328
Total charge: +2
Relative energy (zero: lowest compared OMol25 entry of this formula, charge and spin) in kcal/mol: 0.0

Record 2
7 unconnected molecules or ions with the total composition C57H51NO2S in a non-equilibrium geometry. Source: the OMol25 dataset; level of theory: ωB97M-V/def2-TZVPD.

Geometry as XYZ:
```
112
Properties=species:S:1:pos:R:3:mulliken_charge:R:1
C 0.496 4.680 -5.861 -0.452
C 1.471 3.652 -6.405 -0.602
C 2.329 2.835 -5.225 0.532
C 3.956 3.019 -5.038 -0.557
C 4.686 2.185 -3.788 -0.321
C 3.737 1.220 -2.859 0.103
C 2.118 0.989 -3.065 0.406
C 1.389 1.832 -4.272 -0.494
C 1.226 -0.044 -2.110 0.458
O -0.022 -0.297 -2.540 -0.623
C 1.880 -0.688 -0.719 0.263
C 0.960 -1.548 0.377 -0.511
N -0.514 -1.763 0.115 -0.050
C -0.706 -2.925 -0.590 0.151
S -0.597 -4.416 -1.437 -0.101
C 1.597 -2.199 1.777 0.483
C 0.616 -3.067 2.763 -0.161
C 1.376 -3.830 4.002 -0.737
C 3.194 -1.899 2.037 -0.504
C 4.115 -1.039 0.939 -0.049
C 5.711 -0.842 1.390 -0.536
C 5.947 0.316 2.343 -0.477
C 3.514 -0.427 -0.478 0.040
C 4.431 0.385 -1.587 0.435
O 5.788 0.436 -1.564 -0.505
H 0.642 5.841 -5.969 0.247
H -0.413 4.208 -5.248 0.206
H 1.588 3.410 -7.547 0.309
H 4.625 3.700 -5.731 0.288
H 5.857 2.314 -3.597 0.324
H 0.220 1.748 -4.475 0.273
H 0.136 -3.923 2.086 0.192
H -0.316 -2.418 3.126 0.268
H 1.089 -3.323 5.031 0.249
H 0.949 -4.941 4.072 0.275
H 2.537 -3.934 3.884 0.089
H 3.709 -2.304 3.034 0.313
H 6.589 -1.507 0.984 0.301
H 5.414 0.211 3.396 0.219
H 6.574 1.266 2.014 0.208
C 7.207 -5.942 4.635 -0.396
C 6.550 -7.072 5.120 -0.387
C 5.262 -7.373 4.679 -0.365
C 4.635 -6.549 3.744 -0.456
C 5.294 -5.421 3.256 -0.310
C 6.578 -5.115 3.705 -0.402
H 8.210 -5.705 4.982 0.356
H 7.042 -7.718 5.843 0.351
H 4.747 -8.250 5.062 0.357
H 3.633 -6.787 3.396 0.386
H 4.805 -4.780 2.527 0.500
H 7.089 -4.233 3.329 0.373
C -5.383 1.391 -1.017 -1.116
C -5.585 0.897 0.272 0.238
C -4.575 0.180 0.911 -0.402
C -3.357 -0.035 0.265 -0.548
C -3.153 0.461 -1.022 -0.371
C -4.167 1.170 -1.665 -0.386
H -6.172 1.946 -1.517 0.575
H -6.532 1.071 0.778 0.350
H -4.735 -0.210 1.913 0.289
H -2.568 -0.590 0.766 0.540
H -2.204 0.294 -1.525 0.410
H -4.011 1.552 -2.670 0.401
C 9.318 2.375 -1.307 -0.280
C 9.029 1.426 -2.287 -0.324
C 9.736 1.424 -3.489 -0.476
C 10.740 2.368 -3.707 -0.353
C 11.032 3.315 -2.726 -0.353
C 10.319 3.322 -1.528 -0.455
H 8.765 2.378 -0.372 0.388
H 8.251 0.686 -2.113 0.432
H 9.505 0.688 -4.254 0.374
H 11.295 2.364 -4.642 0.354
H 11.816 4.049 -2.896 0.348
H 10.543 4.063 -0.766 0.354
C -2.803 4.160 2.122 -0.657
C -3.417 3.535 1.037 0.384
C -4.092 4.296 0.083 -0.162
C -4.144 5.684 0.208 -0.547
C -3.527 6.310 1.291 -0.419
C -2.860 5.548 2.250 -0.333
H -2.280 3.567 2.867 0.370
H -3.371 2.453 0.936 0.135
H -4.577 3.807 -0.758 0.189
H -4.666 6.278 -0.538 0.361
H -3.566 7.392 1.388 0.352
H -2.384 6.035 3.096 0.360
C -8.707 -2.466 -4.277 -0.309
C -7.596 -2.170 -3.488 -0.624
C -7.272 -0.843 -3.208 0.152
C -8.066 0.189 -3.709 -0.307
C -9.179 -0.107 -4.495 -0.457
C -9.498 -1.434 -4.783 -0.430
H -8.957 -3.500 -4.498 0.353
H -6.981 -2.975 -3.092 0.365
H -6.402 -0.613 -2.599 0.268
H -7.816 1.223 -3.487 0.294
H -9.799 0.697 -4.884 0.357
H -10.363 -1.664 -5.399 0.348
C -8.486 -1.457 4.030 -0.513
C -8.644 -1.173 5.386 -0.366
C -8.033 -0.048 5.940 -0.339
C -7.270 0.798 5.135 -0.626
C -7.115 0.516 3.778 -0.075
C -7.719 -0.614 3.226 -0.127
H -8.960 -2.335 3.600 0.352
H -9.244 -1.828 6.012 0.352
H -8.151 0.169 6.998 0.354
H -6.797 1.677 5.565 0.359
H -6.522 1.176 3.150 0.300
H -7.593 -0.837 2.170 0.340
```

Properties
E_LUMO in eV: -1.853

One value per record, in order, for HOMO level: -12.306 -8.035 eV.